ORCA calculation (ωB97M-V/def2-TZVPD) on 6 unconnected molecules or ions with the total composition C28H60B2O17.

Each atom is followed by the atoms it is bonded to, with distances in Å.
Positions of all 107 atoms, in Å:
1 C 6.23486 2.84854 6.46169  C2 1.540, H13 1.090, H14 1.092, H15 1.090
2 C 6.26712 4.00132 7.48166  C1 1.540, C3 1.528, H16 1.091, H17 1.093
3 C 4.87709 4.41612 7.96306  C2 1.528, C4 1.525, H18 1.095, H19 1.096
4 C 4.08193 5.18013 6.90905  C3 1.525, C5 1.525, H20 1.097, H21 1.095
5 C 2.72082 5.65961 7.40247  C4 1.525, C6 1.532, H22 1.095, H23 1.094
6 C 1.73485 4.51310 7.65011  C5 1.532, C7 1.527, H24 1.094, H25 1.097
7 C 0.27665 4.90828 7.42840  C6 1.527, C8 1.548, H26 1.093, H27 1.094
8 C -0.72987 3.73407 7.48713  C7 1.548, B9 1.565, H28 1.095, H29 1.094
9 B -0.24843 2.49410 6.66268  C8 1.565, B10 1.714, H30 1.201
10 B 0.75517 1.26749 7.31547  B9 1.714, O11 1.370, O12 1.384
11 O 0.35465 0.58109 8.43096  B10 1.370, H31 0.968
12 O 1.94576 0.85187 6.74420  B10 1.384, H32 0.966
13 H 6.77231 3.09392 5.54517  C1 1.090
14 H 5.21027 2.60410 6.17332  C1 1.092
15 H 6.68704 1.94239 6.86475  C1 1.090
16 H 6.86006 3.70123 8.34748  C2 1.091
17 H 6.77142 4.87120 7.05229  C2 1.093
18 H 4.97035 5.04895 8.85180  C3 1.095
19 H 4.32932 3.51666 8.26669  C3 1.096
20 H 3.92984 4.54543 6.02733  C4 1.097
21 H 4.67562 6.03580 6.57203  C4 1.095
22 H 2.87213 6.20520 8.34020  C5 1.095
23 H 2.29371 6.35701 6.67655  C5 1.094
24 H 1.84387 4.16053 8.68008  C6 1.094
25 H 2.00602 3.67849 6.99107  C6 1.097
26 H 0.17862 5.43763 6.47672  C7 1.093
27 H -0.00210 5.62931 8.20255  C7 1.094
28 H -0.89943 3.45152 8.53153  C8 1.095
29 H -1.68284 4.10748 7.09974  C8 1.094
30 H -0.58052 2.36164 5.51658  B9 1.201
31 H 0.99310 -0.10586 8.67082  O11 0.968
32 H 2.30088 1.47306 6.09592  O12 0.966
33 C -7.58717 0.88820 6.67108  C34 1.512, H40 1.090, H41 1.090, H42 1.089
34 C -7.16379 -0.43027 6.06439  C33 1.512, O35 1.441, H43 1.088, H44 1.089
35 O -5.95049 -0.29998 5.29796  C34 1.441, C36 1.331
36 C -4.82911 -0.25866 6.01370  O35 1.331, O37 1.203, O38 1.334
37 O -4.74097 -0.35913 7.20929  C36 1.203
38 O -3.80562 -0.10479 5.17146  C36 1.334, C39 1.430
39 C -2.52425 -0.02089 5.80115  O38 1.430, H45 1.088, H46 1.090, H47 1.086
40 H -7.68392 1.64967 5.89669  C33 1.090
41 H -8.55243 0.77194 7.16474  C33 1.090
42 H -6.86155 1.22655 7.40893  C33 1.089
43 H -7.89631 -0.78542 5.34257  C34 1.088
44 H -7.02238 -1.19521 6.82692  C34 1.089
45 H -2.35116 -0.87082 6.45735  C39 1.088
46 H -2.44877 0.90302 6.37410  C39 1.090
47 H -1.79444 -0.01244 4.99753  C39 1.086
48 C -2.78043 2.07825 2.46333  C49 1.512, H55 1.090, H56 1.090, H57 1.089
49 C -1.46060 1.34095 2.46793  C48 1.512, O50 1.441, H58 1.089, H59 1.090
50 O -0.80505 1.40400 1.18671  C49 1.441, C51 1.331
51 C -0.16499 2.54316 0.93368  O50 1.331, O52 1.204, O53 1.333
52 O -0.05189 3.47891 1.68348  C51 1.204
53 O 0.34021 2.47158 -0.29754  C51 1.333, C54 1.431
54 C 1.02101 3.65213 -0.73471  O53 1.431, H60 1.088, H61 1.089, H62 1.086
55 H -3.42089 1.70259 1.66485  C48 1.090
56 H -3.29130 1.92259 3.41384  C48 1.090
57 H -2.62619 3.14675 2.31826  C48 1.089
58 H -1.61477 0.27628 2.63549  C49 1.089
59 H -0.78989 1.72658 3.23528  C49 1.090
60 H 1.78687 3.95070 -0.02241  C54 1.088
61 H 0.31217 4.46812 -0.86782  C54 1.089
62 H 1.47154 3.39756 -1.68979  C54 1.086
63 C -0.96270 1.31191 -4.29347  C64 1.511, H70 1.091, H71 1.090, H72 1.089
64 C 0.29548 0.47626 -4.27387  C63 1.511, O65 1.443, H73 1.089, H74 1.089
65 O 0.99418 0.53048 -5.53544  C64 1.443, C66 1.331
66 C 1.71727 1.63026 -5.73601  O65 1.331, O67 1.204, O68 1.332
67 O 1.85432 2.54416 -4.96373  C66 1.204
68 O 2.27177 1.54745 -6.94481  C66 1.332, C69 1.432
69 C 3.06915 2.67889 -7.31128  O68 1.432, H75 1.088, H76 1.089, H77 1.085
70 H -1.61857 1.01435 -5.11286  C63 1.091
71 H -1.50002 1.18549 -3.35329  C63 1.090
72 H -0.72512 2.36823 -4.41287  C63 1.089
73 H 0.06864 -0.57916 -4.13359  C64 1.089
74 H 0.97309 0.78859 -3.48060  C64 1.089
75 H 3.82315 2.87807 -6.55301  C69 1.088
76 H 2.44142 3.55925 -7.43856  C69 1.089
77 H 3.53752 2.41066 -8.25286  C69 1.085
78 C 0.04204 -7.14350 -5.35944  C79 1.511, H85 1.090, H86 1.090, H87 1.089
79 C 1.15765 -6.53215 -6.17568  C78 1.511, O80 1.440, H88 1.088, H89 1.090
80 O 0.67552 -5.46192 -7.00970  C79 1.440, C81 1.330
81 C 0.48133 -4.29465 -6.40278  O80 1.330, O82 1.204, O83 1.334
82 O 0.71849 -4.03663 -5.25128  C81 1.204
83 O -0.02461 -3.44811 -7.30152  C81 1.334, C84 1.434
84 C -0.31257 -2.14142 -6.78565  O83 1.434, H90 1.086, H91 1.090, H92 1.086
85 H -0.76602 -7.47228 -6.01319  C78 1.090
86 H 0.41927 -8.00731 -4.81117  C78 1.090
87 H -0.35286 -6.42564 -4.64190  C78 1.089
88 H 1.56820 -7.25173 -6.88075  C79 1.088
89 H 1.96185 -6.15672 -5.54370  C79 1.090
90 H 0.56341 -1.71500 -6.30545  C84 1.086
91 H -1.14104 -2.19618 -6.08016  C84 1.090
92 H -0.59335 -1.53880 -7.64408  C84 1.086
93 C -2.31487 -8.99322 -12.14596  C94 1.512, H100 1.090, H101 1.091, H102 1.089
94 C -0.81541 -8.79670 -12.15802  C93 1.512, O95 1.439, H103 1.088, H104 1.089
95 O -0.45879 -7.40662 -12.25719  C94 1.439, C96 1.335
96 C -0.54763 -6.71327 -11.12017  O95 1.335, O97 1.205, O98 1.329
97 O -0.85315 -7.16020 -10.04381  C96 1.205
98 O -0.21676 -5.45222 -11.37640  C96 1.329, C99 1.436
99 C -0.27944 -4.57543 -10.24070  O98 1.436, H105 1.085, H106 1.089, H107 1.086
100 H -2.76616 -8.52666 -13.02206  C93 1.090
101 H -2.54686 -10.05865 -12.16287  C93 1.091
102 H -2.75491 -8.55835 -11.25008  C93 1.089
103 H -0.36721 -9.25010 -13.03998  C94 1.088
104 H -0.35003 -9.22258 -11.26974  C94 1.089
105 H 0.29698 -4.97119 -9.41039  C99 1.085
106 H -1.31368 -4.43918 -9.92898  C99 1.089
107 H 0.13726 -3.63179 -10.57899  C99 1.086

Output
- SMILES = CCCCCCCCBB(O)O.CCOC(=O)OC.CCOC(=O)OC.CCOC(=O)OC.CCOC(=O)OC.CCOC(=O)OC
- orbital gap (eV) = 10.2
- net charge = 0
- LUMO (Eh) = 0.0052
- energy (a.u.) = -2431.8001